[1]
Density functional theory data (wB97M-V/def2-TZVPD) for C4H5NO2 in the gas phase.

Last column: natural (NBO) charge in e.
CARTESIAN COORDINATES (ANGSTROEM)
O1 -0.9967 0.3132 0.5928  -0.455
C1 -0.5125 0.0894 1.8917  -0.267
H1 -0.3651 -1.0719 1.9628  0.173
C2 -0.5931 0.4808 -1.6144  -0.075
C3 -0.1722 -0.0457 -0.3386  0.154
N1 0.3406 0.3144 -2.6179  -0.085
O2 1.3398 -0.2787 -1.9531  -0.285
H2 1.9409 -1.3128 -0.1988  0.237
H3 -1.1452 0.5659 2.6378  0.208
H4 0.4865 0.4391 2.1822  0.184
C4 1.0367 -0.5865 -0.6662  0.005
H5 -1.3597 1.0927 -1.8782  0.207

Values from the calculation:
Energy above the lowest of the compared OMol25 structures with the same formula, charge and spin, kJ/mol: 411.1
LUMO energy, eV: 0.759

---

[2]
Density functional theory data (wB97M-V/def2-TZVPD) for C4H5NO2 in the gas phase.

Last column: natural (NBO) charge in e.
CARTESIAN COORDINATES (ANGSTROEM)
N1 -0.9272 -0.3206 -0.3840  -0.324
H1 -1.7280 -0.0161 -0.9166  0.406
H2 1.6301 1.3434 -1.6942  0.254
O1 -1.1982 -1.1986 0.6735  -0.327
C1 -0.2547 -1.0604 1.7052  0.291
C2 -0.0097 -0.9233 2.8872  -0.357
O2 1.1816 -0.3189 0.2387  -0.567
H3 0.0678 -1.1799 3.9063  0.234
H4 -0.0260 1.9437 -1.4868  0.238
C3 0.5810 1.0596 -1.6704  -0.706
C4 0.3535 0.0195 -0.6122  0.629
H5 0.3296 0.6516 -2.6466  0.231

Values from the calculation:
Energy above the lowest of the compared OMol25 structures with the same formula, charge and spin, kJ/mol: 515.4
LUMO energy, eV: 0.638

---

Number 1: gap between HOMO and LUMO 10.01 eV. Number 2: gap between HOMO and LUMO 9.39 eV.